No. 1
Entry from OMol25: a cluster of 9 separate species, C5H27NO9 in total in a non-equilibrium geometry (ωB97M-V/def2-TZVPD).

Its charge is 0. For the electronic energy, the calculation gives -938.53396 a.u. The value obtained for the LUMO energy is 0.004 Eh. Its SMILES is CCC[C@H](N)C=O.O.O.O.O.O.O.O.O. The calculation puts the HOMO-LUMO gap at 9.10 eV. As for the HOMO energy: -8.9942 eV. The relative energy (zero: lowest compared OMol25 entry of this formula, charge and spin) comes out at 89.62 kcal per mole.

```
42
C5H27NO9 ωB97M-V/def2-TZVPD
C -2.739 1.133 -2.753
C -1.353 0.781 -2.217
C -0.833 1.971 -1.370
C 0.734 1.843 -1.259
N 1.214 0.771 -0.385
C 1.427 3.075 -0.532
O 2.610 3.235 -0.580
H -3.125 2.181 -2.677
H -2.796 1.131 -3.888
H -3.580 0.590 -2.325
H -0.581 0.136 -2.654
H -1.447 -0.098 -1.496
H -1.169 2.981 -1.542
H -1.297 1.984 -0.377
H 1.129 1.836 -2.284
H 2.203 0.853 -0.216
H 0.561 0.376 0.253
H 0.681 3.571 0.095
O -2.357 -2.519 -0.633
H -2.522 -3.258 -1.279
H -1.416 -2.330 -0.845
O 1.160 1.346 3.568
H 1.315 0.518 3.059
H 0.956 1.903 2.816
O 1.725 -0.472 -3.577
H 1.765 -0.148 -2.682
H 2.042 0.235 -4.127
O 0.178 -2.233 -1.237
H 0.720 -2.780 -0.669
H 0.697 -1.452 -1.448
O 0.115 -1.945 3.815
H 0.993 -2.277 3.973
H -0.438 -2.337 3.117
O -1.658 -2.940 1.857
H -1.763 -2.808 0.887
H -2.604 -2.888 2.069
O 1.535 -1.540 0.977
H 2.190 -2.051 1.461
H 0.722 -1.481 1.501
O -1.251 0.386 2.571
H -0.841 -0.146 3.240
H -1.333 1.302 2.830
```

---

No. 2
Entry from OMol25: a structure of composition C14H17F3N2O3STi in a non-equilibrium geometry (ωB97M-V/def2-TZVPD).

Its charge is 0. For the electronic energy, the calculation gives -2426.09779 a.u. The multiplicity is 3. The value obtained for the LUMO energy (spin up / spin down) is -0.007 / -0.031 Eh. The calculation puts the HOMO-LUMO gap (spin up / spin down) at 5.95 / 8.68 eV. As for the HOMO energy (spin up / spin down): -6.1486 / -9.5149 eV. The relative energy (zero: lowest compared OMol25 entry of this formula, charge and spin) comes out at 0.00 kcal per mole.

```
41
C14H17F3N2O3STi ωB97M-V/def2-TZVPD
C -1.795 1.104 3.433
C -1.811 -0.387 3.665
H -0.767 1.427 3.503
H -2.330 1.788 4.020
H -1.949 1.226 2.379
H -1.565 -0.729 2.687
H -1.081 -0.801 4.337
H -2.739 -0.829 3.909
C 0.453 2.584 -0.899
C 0.543 3.451 -1.974
C 0.581 2.888 -3.258
C 0.462 1.504 -3.463
H 0.357 2.903 0.134
H 0.590 4.524 -1.799
H 0.695 3.536 -4.132
H 0.401 1.055 -4.460
N 0.536 1.243 -1.127
C 0.434 0.626 -2.376
C 0.305 -0.856 -2.464
N 0.286 -1.608 -1.288
C -0.175 -2.888 -1.178
C -0.020 -2.995 -3.553
C -0.266 -3.648 -2.327
H -0.436 -3.251 -0.179
H -0.494 -4.725 -2.259
C 0.196 -1.600 -3.637
H 0.315 -1.062 -4.587
H -0.003 -3.569 -4.476
Ti 0.013 -0.237 -0.062
C -2.016 -0.116 -0.102
H -2.279 -1.142 -0.417
H -2.292 0.536 -0.949
H -2.584 0.181 0.786
F 3.441 0.375 4.255
C 2.378 -0.179 3.647
F 2.420 -1.515 3.801
F 1.249 0.267 4.255
S 2.324 0.237 1.818
O 1.770 1.580 1.666
O 3.620 -0.102 1.292
O 1.233 -0.799 1.375
```

---

No. 3
Entry from OMol25: a cluster of 3 separate species, C19H42ClO3P in total (ωB97M-V/def2-TZVPD).

Its charge is 0. For the electronic energy, the calculation gives -1776.43361 a.u. The value obtained for the LUMO energy is 0.021 Eh. Its SMILES is CCP(C)OC(=O)OCCCCl.CCCCCC.CCCCCC. The calculation puts the HOMO-LUMO gap at 9.70 eV. As for the HOMO energy: -9.1275 eV.

```
66
C19H42ClO3P ωB97M-V/def2-TZVPD
C 0.800 -3.654 3.207
C -0.305 -3.780 2.143
P 0.035 -3.245 0.423
C 0.919 -1.682 0.763
O 1.478 -4.095 0.021
C 1.377 -5.419 -0.145
O 0.402 -6.061 0.093
O 2.485 -5.954 -0.685
C 3.773 -5.636 -0.145
C 4.149 -6.598 0.987
C 3.844 -6.015 2.364
Cl 3.449 -7.272 3.571
H 1.788 -3.521 2.759
H 0.613 -2.807 3.871
H 0.839 -4.555 3.824
H -0.692 -4.800 2.096
H -1.164 -3.151 2.418
H 1.262 -1.244 -0.178
H 1.805 -1.862 1.377
H 0.246 -0.995 1.282
H 4.475 -5.728 -0.975
H 3.798 -4.591 0.183
H 5.208 -6.854 0.903
H 3.558 -7.509 0.855
H 4.688 -5.453 2.764
H 2.977 -5.356 2.319
C 4.262 2.761 1.108
C 2.820 3.210 1.324
C 1.788 2.244 0.743
C 1.870 2.046 -0.772
C 1.733 3.326 -1.595
C 0.393 4.027 -1.398
H 4.509 2.692 0.047
H 4.963 3.462 1.562
H 4.434 1.780 1.556
H 2.680 4.208 0.899
H 2.635 3.310 2.396
H 0.787 2.591 1.013
H 1.909 1.268 1.224
H 1.081 1.349 -1.072
H 2.815 1.558 -1.027
H 1.851 3.071 -2.651
H 2.548 4.016 -1.359
H -0.432 3.364 -1.668
H 0.323 4.918 -2.024
H 0.247 4.342 -0.363
C -6.036 1.660 -3.345
C -6.214 2.769 -2.314
C -5.115 3.830 -2.363
C -3.705 3.307 -2.079
C -3.534 2.607 -0.732
C -3.805 3.515 0.463
H -5.109 1.107 -3.189
H -6.856 0.942 -3.293
H -6.014 2.070 -4.357
H -6.267 2.332 -1.313
H -7.176 3.261 -2.480
H -5.358 4.627 -1.655
H -5.117 4.296 -3.353
H -3.007 4.148 -2.129
H -3.404 2.620 -2.875
H -2.508 2.232 -0.666
H -4.180 1.726 -0.677
H -3.141 4.382 0.449
H -3.643 2.986 1.403
H -4.833 3.881 0.468
```

---

No. 4
Entry from OMol25: a structure of composition C43H47GeN5O14P2Ta in a non-equilibrium geometry (ωB97M-V/def2-TZVPD).

Its charge is +1. For the electronic energy, the calculation gives -5810.54400 a.u. The value obtained for the LUMO energy is -0.151 Eh. The calculation puts the HOMO-LUMO gap at 4.51 eV. As for the HOMO energy: -8.6164 eV. The relative energy (zero: lowest compared OMol25 entry of this formula, charge and spin) comes out at 67.10 kcal per mole.

```
113
C43H47GeN5O14P2Ta ωB97M-V/def2-TZVPD
Ta 10.996 13.668 13.297
C 7.559 16.928 12.499
C 7.646 15.467 12.683
O 6.353 14.794 12.503
P 8.214 14.911 14.312
O 8.818 16.014 15.191
O 6.945 14.310 15.057
O 9.145 13.671 14.126
P 8.829 14.794 11.375
O 8.842 15.682 10.058
O 8.521 13.323 11.332
O 10.210 15.129 12.054
H 6.551 17.295 12.874
H 7.434 17.225 11.423
H 8.301 17.620 12.883
H 6.514 14.021 11.957
H 9.895 16.560 15.317
H 6.145 14.171 14.499
H 8.842 15.201 9.203
C 19.176 8.067 29.246
O 19.137 7.307 28.002
C 18.767 8.059 26.901
C 17.881 9.120 26.940
C 17.741 9.931 25.852
C 18.220 9.530 24.584
C 19.051 8.358 24.520
C 19.284 7.597 25.644
C 17.621 10.179 23.448
N 16.669 11.128 23.568
C 16.142 11.275 22.345
C 16.973 10.601 21.406
N 17.903 9.898 22.141
C 16.870 10.782 20.005
C 17.649 10.093 19.037
C 17.379 10.278 17.676
C 16.340 11.058 17.306
N 15.541 11.771 18.212
C 15.787 11.661 19.488
C 14.931 12.332 20.487
N 13.857 12.925 19.989
C 13.046 13.549 20.856
C 13.096 13.388 22.224
C 14.101 12.583 22.800
C 15.035 12.011 21.928
H 19.098 7.280 30.049
H 18.381 8.867 29.377
H 20.154 8.539 29.333
H 17.279 9.283 27.860
H 17.237 10.934 25.919
H 19.406 7.977 23.547
H 19.814 6.690 25.655
H 18.471 9.139 21.818
H 18.461 9.370 19.297
H 17.913 9.720 16.929
H 16.039 11.150 16.260
H 12.387 14.226 20.355
H 12.454 13.987 22.868
H 14.151 12.314 23.819
C 12.467 10.379 16.965
Ge 11.214 11.609 16.255
C 10.974 12.878 17.787
C 9.497 10.615 15.767
C 12.163 12.555 14.731
H 11.961 9.876 17.789
H 13.370 10.903 17.270
H 12.779 9.595 16.312
H 10.630 13.816 17.482
H 11.954 12.997 18.291
H 10.235 12.436 18.479
H 9.723 9.574 15.588
H 9.055 10.994 14.824
H 8.764 10.663 16.571
H 12.952 13.058 15.359
H 12.741 11.727 14.209
C 12.002 6.581 9.428
C 11.876 7.973 9.961
C 10.681 8.403 10.561
C 10.424 9.664 11.019
C 8.994 9.982 11.408
C 11.516 10.598 11.098
C 12.776 10.197 10.391
C 13.912 11.118 10.305
C 12.878 8.934 9.841
C 11.331 11.777 11.885
O 10.437 11.727 12.796
O 11.858 12.901 11.535
H 12.589 6.600 8.487
H 11.020 6.218 9.193
H 12.474 5.898 10.126
H 9.819 7.684 10.614
H 8.377 9.067 11.185
H 8.526 10.797 10.852
H 8.784 10.174 12.458
H 14.246 11.534 11.260
H 13.643 11.994 9.643
H 14.761 10.566 9.833
H 13.829 8.691 9.412
O 10.993 17.036 15.575
C 11.874 16.463 14.867
O 11.593 15.310 14.268
C 13.165 17.156 14.693
C 14.256 16.561 14.068
C 15.552 16.979 14.423
C 15.596 18.167 15.096
C 14.522 18.998 15.314
C 13.249 18.442 15.269
N 16.844 18.703 15.476
O 16.906 19.880 16.005
O 17.855 18.014 15.250
H 14.030 15.710 13.464
H 16.417 16.356 14.283
H 14.670 20.035 15.533
H 12.423 18.926 15.743
```

---

No. 5
Entry from OMol25: the molecule CH5FP2 in a non-equilibrium geometry (ωB97M-V/def2-TZVPD).

Its charge is 0. For the electronic energy, the calculation gives -823.65227 a.u. The value obtained for the LUMO energy is 0.031 Eh. Its SMILES is CP(F)#[PH2]. The calculation puts the HOMO-LUMO gap at 9.49 eV. As for the HOMO energy: -8.6395 eV. The relative energy (zero: lowest compared OMol25 entry of this formula, charge and spin) comes out at 4.39 kcal per mole.

```
9
CH5FP2 ωB97M-V/def2-TZVPD
C -0.639 -1.051 -0.475
P 0.769 -0.248 0.505
F 0.295 -0.525 2.016
P 0.222 1.797 0.179
H -0.521 -1.278 -1.505
H -1.533 -0.366 -0.362
H -0.744 -2.033 0.078
H 0.482 1.609 -1.139
H 1.669 2.095 0.702
```

---

No. 6
Entry from OMol25: the molecule C2H4OS in a non-equilibrium geometry (ωB97M-V/def2-TZVPD).

Its charge is 0. For the electronic energy, the calculation gives -551.84272 a.u. The multiplicity is 3. The value obtained for the LUMO energy (spin up / spin down) is 0.033 / -0.106 Eh. The calculation puts the HOMO-LUMO gap (spin up / spin down) at 7.52 / 6.25 eV. As for the HOMO energy (spin up / spin down): -6.6137 / -9.1260 eV. The relative energy (zero: lowest compared OMol25 entry of this formula, charge and spin) comes out at 33.27 kcal per mole.

```
8
C2H4OS ωB97M-V/def2-TZVPD
C 0.957 -0.426 0.165
C -0.087 0.545 -0.126
O 0.924 -1.608 -0.162
S -1.821 0.093 -0.101
H 1.808 0.106 0.685
H -0.071 1.641 0.523
H 0.120 0.949 -1.151
H -1.830 -1.300 0.168
```

---

No. 7
Entry from OMol25: a structure of composition C26H36BIrN2O6S in a non-equilibrium geometry (ωB97M-V/def2-TZVPD).

Its charge is +1. For the electronic energy, the calculation gives -2100.60267 a.u. The multiplicity is 2. The value obtained for the LUMO energy (spin up / spin down) is -0.160 / -0.174 Eh. The calculation puts the HOMO-LUMO gap (spin up / spin down) at 7.48 / 7.06 eV. As for the HOMO energy (spin up / spin down): -11.8275 / -11.7967 eV. The relative energy (zero: lowest compared OMol25 entry of this formula, charge and spin) comes out at 0.00 kcal per mole.

```
73
C26H36BIrN2O6S ωB97M-V/def2-TZVPD
Ir 0.071 -0.636 -1.710
C 3.060 -1.433 -3.489
C 3.325 -2.051 -2.146
C 4.114 -3.186 -2.014
C 4.313 -3.771 -0.772
C 3.708 -3.247 0.359
C 2.906 -2.113 0.277
C 2.189 -1.579 1.478
C 2.764 -1.531 -0.979
N 1.935 -0.358 -1.125
C 2.444 0.834 -1.150
C 3.852 1.173 -0.826
C 1.456 1.854 -1.531
C 1.834 3.287 -1.639
N 0.318 1.335 -1.889
C -0.855 2.138 -2.108
C -1.389 2.869 -1.037
C -0.812 2.849 0.352
C -2.570 3.561 -1.275
C -3.188 3.523 -2.515
C -2.649 2.766 -3.542
C -1.477 2.044 -3.357
C -0.922 1.211 -4.478
H 3.413 -2.088 -4.283
H 3.558 -0.468 -3.607
H 1.988 -1.269 -3.659
H 4.569 -3.616 -2.897
H 4.935 -4.652 -0.688
H 3.849 -3.723 1.320
H 2.693 -1.884 2.394
H 1.169 -1.972 1.502
H 2.125 -0.489 1.475
H 4.427 0.285 -0.578
H 3.870 1.861 0.022
H 4.325 1.686 -1.666
H 2.558 3.381 -2.454
H 2.321 3.641 -0.731
H 0.978 3.916 -1.862
H -0.465 1.853 0.634
H -1.582 3.129 1.067
H 0.014 3.552 0.472
H -3.016 4.125 -0.466
H -4.105 4.073 -2.676
H -3.140 2.729 -4.506
H -1.178 1.659 -5.437
H -1.350 0.206 -4.457
H 0.164 1.117 -4.435
O -2.697 -3.298 -0.713
S -1.736 -2.322 -1.032
O -1.739 -1.716 -2.389
O -1.997 -0.948 -0.194
O -0.285 -2.584 -0.741
C -2.980 -2.392 4.171
C -2.026 -1.519 3.380
C -0.609 -1.672 3.906
O -2.015 -2.006 2.000
B -2.065 -0.916 1.210
O -2.192 0.282 1.826
C -2.483 -0.018 3.228
C -3.979 0.184 3.406
C -1.710 0.965 4.087
H -2.579 -3.402 4.231
H -3.959 -2.443 3.701
H -3.095 -2.011 5.186
H -0.310 -2.715 3.808
H -0.546 -1.393 4.958
H 0.096 -1.060 3.344
H -4.551 -0.479 2.757
H -4.230 1.212 3.147
H -4.283 0.005 4.437
H -0.648 0.961 3.850
H -1.831 0.727 5.144
H -2.097 1.970 3.925
```

---

No. 8
Entry from OMol25: a structure of composition C30H28N3O4ReSb (ωB97M-V/def2-TZVPD).

Its charge is +2. For the electronic energy, the calculation gives -1943.17838 a.u. The multiplicity is 4. The value obtained for the LUMO energy (spin up / spin down) is -0.289 / -0.296 Eh. The calculation puts the HOMO-LUMO gap (spin up / spin down) at 6.58 / 6.39 eV. As for the HOMO energy (spin up / spin down): -14.4306 / -14.4346 eV. The relative energy (zero: lowest compared OMol25 entry of this formula, charge and spin) comes out at 0.00 kcal per mole.

```
67
C30H28N3O4ReSb ωB97M-V/def2-TZVPD
Re -0.546 0.406 -1.831
N -2.016 -0.795 -2.896
N -3.300 -0.539 -2.363
C -3.451 0.678 -1.686
O -4.496 1.127 -1.355
O -2.245 1.263 -1.457
H -1.968 -0.583 -3.899
H -1.796 -1.789 -2.794
H -4.091 -0.843 -2.918
C -0.723 3.527 0.251
C -0.697 3.122 1.697
C -0.719 4.100 2.689
C -0.702 3.770 4.036
C -0.654 2.443 4.435
C -0.628 1.446 3.474
C -0.657 1.795 2.124
Sb -0.629 0.082 0.910
C -2.509 -0.813 1.137
C -3.414 -0.100 1.927
C -4.715 -0.551 2.063
C -5.117 -1.695 1.392
C -4.224 -2.384 0.587
C -2.906 -1.960 0.438
C -2.000 -2.754 -0.466
C 0.952 -1.093 1.626
C 0.678 -2.424 1.940
C 1.665 -3.222 2.492
C 2.921 -2.682 2.727
C 3.178 -1.351 2.435
C 2.205 -0.518 1.887
C 2.523 0.938 1.682
H -0.506 4.587 0.143
H -1.701 3.340 -0.195
H 0.039 2.990 -0.322
H -0.748 5.141 2.395
H -0.720 4.556 4.778
H -0.634 2.183 5.485
H -0.581 0.407 3.787
H -3.105 0.800 2.442
H -5.415 -0.002 2.679
H -6.135 -2.049 1.484
H -4.558 -3.269 0.060
H -2.553 -3.122 -1.333
H -1.594 -3.635 0.032
H -1.136 -2.177 -0.823
H -0.311 -2.834 1.789
H 1.453 -4.253 2.742
H 3.702 -3.296 3.155
H 4.155 -0.938 2.651
H 3.598 1.079 1.586
H 2.189 1.530 2.536
H 2.057 1.353 0.789
O 0.956 -1.899 -4.681
C 1.551 -1.103 -4.028
N 0.964 -0.363 -2.946
C 1.873 0.494 -2.445
O 1.382 1.232 -1.518
C 3.155 0.376 -3.106
C 4.365 1.021 -2.936
C 5.403 0.641 -3.783
C 5.218 -0.340 -4.752
C 3.989 -0.987 -4.921
C 2.967 -0.613 -4.083
H 4.504 1.787 -2.185
H 6.369 1.118 -3.690
H 6.046 -0.608 -5.394
H 3.848 -1.745 -5.679
```